Entry 1:
DFT (ωB97M-V with the def2-TZVPD basis set) results for C26H23N3O3PS5V as an isolated structure.

Its net charge is -2. The spin multiplicity is 3. Its expectation value of S² is 2.0339.

```
62
Properties=species:S:1:pos:R:3:forces:R:3:mulliken_charge:R:1
V -1.856185 0.519322 -0.858157 0.0 -0.1 -0.1 0.808
S -1.454838 2.706553 -4.889165 0.0 0.0 0.0 -0.422
C -1.614236 1.990651 -3.392515 0.0 0.0 0.0 0.277
S -0.355519 1.071152 -2.617451 0.0 0.0 0.0 -0.359
S -3.024598 2.046177 -2.407584 0.0 0.0 0.0 -0.459
S -1.978319 -0.971648 1.017969 0.0 0.0 0.0 -0.606
C -1.690263 0.044196 2.413657 0.0 0.0 0.0 0.399
C -1.523743 -0.522322 3.681867 0.0 0.0 0.0 -0.517
C -1.305614 0.263510 4.804087 0.0 0.0 0.0 -0.585
C -1.240248 1.646823 4.672306 0.0 0.0 0.0 -0.623
C -1.402550 2.222339 3.420733 0.0 0.0 0.0 -0.638
C -1.634987 1.444602 2.284028 0.0 0.0 0.0 0.500
S -1.909972 2.218559 0.731212 0.0 0.0 0.0 -0.509
H -1.567716 -1.602049 3.770116 0.0 0.0 0.0 0.381
H -1.175646 -0.203558 5.774310 0.0 0.0 0.0 0.325
H -1.056646 2.274442 5.537399 0.0 0.0 0.0 0.347
H -1.352769 3.298942 3.304033 0.0 0.0 0.0 0.397
O 1.383105 -3.452664 -0.557830 0.0 0.0 0.0 -0.821
C 1.152920 -2.249076 -0.398707 0.0 0.0 -0.1 0.268
O 0.553706 -1.466712 -1.207808 0.0 0.0 0.1 -0.608
C 1.635270 -1.559671 0.885119 0.0 0.0 0.0 -0.748
P 1.661412 0.266760 0.635767 0.0 0.0 -0.1 0.884
C 2.692089 0.716113 2.106310 -0.1 0.0 0.0 0.216
C 2.007863 0.819972 3.321219 0.0 0.0 0.0 -0.043
C 2.670128 1.161540 4.489496 0.0 0.0 0.0 -0.631
C 4.034418 1.427762 4.467169 0.0 0.0 0.0 -0.470
C 4.722690 1.345959 3.265536 0.0 0.0 0.0 -0.672
C 4.058024 0.991187 2.096704 0.0 0.0 0.0 -0.394
C 2.931460 0.446444 -0.679637 0.0 0.0 0.0 0.124
C 2.984237 1.676204 -1.333033 0.0 0.0 0.0 -0.479
C 3.917239 1.914182 -2.332521 0.0 0.0 0.0 -0.651
C 4.803638 0.914047 -2.705455 0.0 0.0 0.0 -0.403
C 4.746232 -0.323348 -2.077634 0.0 0.0 0.0 -0.687
C 3.817858 -0.554087 -1.072207 0.0 0.0 0.0 -0.085
H 2.584179 -1.979340 1.223465 0.0 0.0 0.0 0.579
H 0.883313 -1.752688 1.656031 0.0 0.0 0.0 0.437
H 0.938108 0.643747 3.347148 0.0 0.0 0.0 -0.137
H 2.110325 1.235473 5.414730 0.0 0.0 0.0 0.420
H 4.554015 1.705923 5.377166 0.0 0.0 0.0 0.338
H 5.785790 1.558738 3.233380 0.0 0.0 0.0 0.376
H 4.611804 0.930311 1.167275 0.0 0.0 0.0 0.288
H 2.258993 2.439811 -1.075435 0.0 0.0 0.0 0.435
H 3.928120 2.870405 -2.841276 0.0 0.0 0.0 0.371
H 5.521169 1.089405 -3.498941 0.0 0.0 0.0 0.339
H 5.418905 -1.117719 -2.380539 0.0 0.0 0.0 0.372
H 3.772533 -1.530840 -0.606451 0.0 0.0 0.0 0.275
C -6.540973 -0.951111 -2.803019 0.0 0.0 0.0 -0.985
N -5.152106 -1.359979 -2.858176 0.0 0.0 0.0 0.178
C -4.677934 -2.202144 -3.805853 0.0 0.0 0.0 0.008
C -3.384774 -2.554733 -3.840249 0.0 0.0 0.0 -1.220
C -2.491153 -1.960212 -2.869605 0.0 0.0 0.0 0.762
N -2.955415 -1.073847 -1.979677 0.0 0.0 0.1 0.549
C -4.297651 -0.818571 -1.877013 0.1 -0.1 -0.1 -0.083
O -4.790239 -0.139254 -1.000764 -0.1 0.1 0.1 -0.596
N -1.221708 -2.301775 -2.881910 0.0 0.0 0.0 -0.072
H -7.062328 -1.375333 -3.660462 0.0 0.0 0.0 0.306
H -6.605937 0.135556 -2.830343 0.0 0.0 0.0 0.302
H -7.006000 -1.292463 -1.878268 0.0 0.0 0.0 0.291
H -5.402187 -2.572302 -4.520598 0.0 0.0 0.0 0.289
H -3.004788 -3.230507 -4.590481 0.0 0.0 0.0 0.324
H -0.927470 -2.958174 -3.583196 0.0 0.0 0.0 0.217
H -0.475014 -1.960705 -2.186242 0.0 0.0 0.0 0.126
```
Forces are in eV/Å.

***

Entry 2:
DFT (ωB97M-V with the def2-TZVPD basis set) results for the molecule C21H26ClNO.

As for the SMILES: Cc1ccccc1C[C@@]1(CO)CCCN(Cc2ccccc2Cl)C1.

```
50
Properties=species:S:1:pos:R:3:forces:R:3:mulliken_charge:R:1
C -0.160925 -2.812481 -3.504830 0.0 0.1 0.1 -1.583
C -1.360514 -3.080603 -2.647575 -0.1 -0.1 0.0 0.962
C -2.514030 -3.558161 -3.259842 0.0 0.0 0.0 -0.881
C -3.659918 -3.838736 -2.540973 -0.1 0.0 0.0 -0.676
C -3.657590 -3.665229 -1.169226 -0.1 0.0 0.0 -0.799
C -2.516972 -3.193922 -0.548045 0.0 0.0 0.0 -0.492
C -1.369350 -2.868202 -1.265559 0.0 -0.2 0.1 0.963
C -0.177007 -2.350568 -0.503179 0.0 0.3 0.0 -1.825
C -0.189137 -0.836867 -0.177682 0.0 -0.2 -0.1 3.227
C -0.050308 0.015207 -1.454187 0.3 0.2 0.4 -1.419
O -1.142876 -0.038585 -2.337483 -0.4 0.0 -0.2 -0.514
C -1.441157 -0.457058 0.624404 0.1 0.3 -0.2 -1.716
C -1.358127 0.971457 1.154769 0.1 -0.2 0.2 -0.901
C -0.070420 1.161168 1.947548 -0.2 0.2 -0.1 -0.825
N 1.070955 0.848705 1.110111 0.1 -0.1 0.3 0.902
C 2.328878 1.203027 1.746093 -0.1 0.0 -0.1 -1.206
C 2.449755 2.693093 1.903934 0.1 0.0 0.0 0.133
C 2.503705 3.284122 3.159444 0.0 0.0 -0.1 -0.260
C 2.604517 4.656539 3.304525 0.0 0.1 0.1 -0.691
C 2.648447 5.466793 2.183385 0.0 0.0 0.0 -0.379
C 2.597147 4.902106 0.921317 0.0 0.0 -0.1 -0.602
C 2.500129 3.526518 0.789158 0.0 0.1 0.3 0.626
Cl 2.453310 2.845724 -0.795609 0.1 0.0 -0.4 -0.187
C 1.040181 -0.539907 0.698264 -0.1 0.0 -0.2 -2.592
H -0.286949 -3.272479 -4.482104 0.0 0.0 -0.1 0.469
H 0.750195 -3.204774 -3.056926 0.1 0.0 0.0 0.317
H -0.046726 -1.740380 -3.645883 0.1 0.1 -0.1 0.249
H -2.509748 -3.715097 -4.329404 0.0 0.0 -0.1 0.368
H -4.542415 -4.204393 -3.045428 -0.1 0.0 0.0 0.389
H -4.534731 -3.901770 -0.584397 -0.1 0.0 0.0 0.396
H -2.514446 -3.085375 0.527310 0.0 0.0 0.1 0.384
H -0.126691 -2.888494 0.448681 0.1 0.0 0.0 0.714
H 0.741551 -2.565233 -1.049867 0.1 0.0 0.0 0.363
H 0.809074 -0.340627 -2.027615 0.1 0.0 0.1 0.362
H 0.156737 1.050847 -1.158123 0.1 -0.2 -0.1 0.391
H -1.928915 0.266725 -1.873845 0.0 0.0 -0.1 0.414
H -2.340322 -0.589592 0.018954 0.0 -0.1 0.1 0.645
H -1.519394 -1.136202 1.477528 -0.1 -0.1 0.0 0.467
H -1.376016 1.689312 0.334223 0.0 0.1 0.0 0.267
H -2.214949 1.177176 1.799694 0.0 0.0 0.0 0.460
H 0.015154 2.200079 2.275766 0.0 -0.1 0.1 0.471
H -0.091726 0.516852 2.848166 0.0 0.0 0.0 0.324
H 2.441659 0.717413 2.732678 0.0 0.0 -0.1 0.376
H 3.137596 0.849104 1.098853 0.0 0.0 0.1 0.418
H 2.466744 2.652807 4.035689 0.0 -0.1 0.1 0.359
H 2.646535 5.091718 4.291455 0.0 0.0 0.1 0.382
H 2.724355 6.538347 2.287792 0.0 0.1 0.0 0.372
H 2.634443 5.520975 0.038533 0.0 0.0 -0.1 0.425
H 1.947623 -0.746197 0.124020 0.0 -0.1 0.0 0.573
H 1.032669 -1.214883 1.575486 0.0 0.0 0.0 0.379
```
Forces are in eV/Å.

***

What did we get for ΔE to the lowest compared entry with this formula, charge and spin? Answer: 92.0, 0.0 kJ/mol, in the order shown.
What did we get for DFT total energy? Answer: -4671.1211, -1406.0135 Eh, in the order shown.